[1]
{"formula": "C4H7N4O", "method": "the ωB97M-V functional and the def2-TZVPD basis", "homo_energy_ha": -0.522, "charge": 1, "relative_energy_kj_mol": 371.91, "energy_ev": -12257.825, "homo_lumo_gap_ev": 8.71, "species": ["C", "C", "C", "C", "N", "N", "N", "N", "O", "H", "H", "H", "H", "H", "H", "H"], "coordinates": [[-0.8224, -1.8309, -1.0374], [-1.5820, -0.9870, -0.3227], [0.5209, -1.4079, -1.3233], [0.7295, 0.7271, -0.1957], [1.0706, -0.3867, -0.7578], [-2.0356, 0.8694, 0.8841], [-1.1098, 0.2286, 0.2631], [1.2172, 1.0797, 1.0004], [-1.7954, 2.0093, 1.5687], [-1.2670, -2.7515, -1.3414], [-2.5319, -1.1710, 0.0090], [1.1747, -2.0906, -1.9406], [0.6780, 1.5131, -0.9426], [1.3058, 2.0697, 1.1000], [1.6117, 0.6000, 1.7188], [-0.9068, 2.4113, 1.4743]], "atomic_forces_ev_per_a": [[-0.8, 1.8, 0.6], [1.4, 0.7, 0.5], [2.0, -0.2, 0.4], [1.0, -0.2, 1.0], [0.8, -3.0, -2.4], [0.9, -1.3, -0.6], [-2.1, 2.4, 0.8], [-1.1, 3.4, -2.1], [0.3, -1.0, -1.1], [0.1, -0.5, -0.4], [-2.5, -0.9, 0.5], [-0.6, 0.9, 0.7], [-0.9, 0.5, 0.3], [0.3, 0.4, 0.2], [1.1, -2.5, 1.9], [0.0, -0.6, -0.2]]}


[2]
{"formula": "C4H7N4OS2", "method": "the ωB97M-V functional and the def2-TZVPD basis", "homo_energy_ha": [-0.423, -0.423], "charge": 1, "relative_energy_kj_mol": 0.00, "energy_ev": -33931.016, "smiles": "NC(N)=[NH+]n1c(O)csc1=S", "homo_lumo_gap_ev": [7.88, 7.88], "species": ["C", "C", "C", "C", "N", "N", "N", "N", "O", "S", "S", "H", "H", "H", "H", "H", "H", "H"], "coordinates": [[-1.1686, -1.7505, 2.7237], [-1.1036, -0.7454, 1.8039], [0.1876, -2.7920, 0.7606], [0.8249, 0.2693, -0.9138], [-0.2430, -1.0229, 0.7439], [0.6166, 0.6824, -2.1530], [1.9369, 0.3041, -0.2646], [-0.3072, -0.2377, -0.3875], [-1.9466, 0.2400, 1.7259], [0.6901, -3.2782, -0.6533], [-0.1252, -3.1935, 2.3880], [-1.9576, -1.8523, 3.3863], [1.1420, 1.3917, -2.5294], [-0.2614, 0.4144, -2.5104], [2.7707, 0.7631, -0.6068], [1.8639, -0.4080, 0.4626], [-0.9698, -0.3695, -1.0691], [-2.3034, 0.3701, 2.5907]], "atomic_forces_ev_per_a": [[2.0, 0.2, -1.6], [0.9, -3.8, 0.1], [-0.9, 3.2, -0.6], [-1.6, 0.0, -1.1], [0.2, -1.0, 0.6], [0.1, -1.0, 1.0], [0.3, -0.4, 0.9], [2.4, -0.9, 2.8], [0.0, 1.6, -1.1], [0.4, -0.6, 0.2], [-0.7, 1.2, -0.5], [-1.0, -0.3, 1.4], [1.3, 1.7, -1.4], [-0.8, 0.4, -1.0], [-0.1, -0.5, 0.2], [1.0, 0.6, 0.5], [-2.5, -0.9, -1.3], [-0.7, 0.4, 1.0]]}


[3]
{"formula": "C4H7N6O2S2", "method": "the ωB97M-V functional and the def2-TZVPD basis", "homo_energy_ha": [-0.430, -0.430], "charge": 1, "relative_energy_kj_mol": 67.28, "energy_ev": -38952.648, "homo_lumo_gap_ev": [5.02, 5.01], "species": ["C", "C", "C", "C", "N", "N", "N", "N", "N", "N", "O", "O", "S", "S", "H", "H", "H", "H", "H", "H", "H"], "coordinates": [[0.5799, 0.6886, 2.2887], [1.4678, -0.3298, 2.5985], [0.4159, -1.3756, -0.7942], [-1.8269, 0.4897, -2.2499], [0.4141, -0.3809, -1.7232], [0.8463, -1.0914, 0.3255], [-2.5536, 1.1133, -3.1758], [-0.6397, -0.0959, -2.5673], [2.1772, -0.6316, 3.7182], [-0.1598, 0.5821, 1.2688], [2.2513, 0.2142, 4.5979], [2.7913, -1.6686, 3.6781], [-2.3474, 0.5932, -0.6502], [1.9994, -1.4447, 1.4598], [0.6049, 1.5758, 3.0004], [0.1804, -2.4153, -1.0386], [-2.4464, 1.0772, -4.1860], [-3.3579, 1.6107, -2.8114], [-0.5467, -0.3776, -3.5548], [0.8921, 0.4222, -1.2995], [-0.7423, 1.4444, 1.1149]], "atomic_forces_ev_per_a": [[-0.1, 2.4, 2.0], [-0.2, -2.3, -3.0], [-1.0, -1.5, -2.4], [-0.4, 1.0, 2.6], [-0.4, 0.7, 0.2], [4.0, -0.5, 4.0], [-0.1, -0.1, -1.0], [0.2, -1.0, -2.5], [1.3, 2.6, 3.4], [-1.6, 1.7, 0.3], [-0.3, -0.6, -0.3], [0.8, -1.6, 0.2], [0.1, -0.3, -0.7], [-2.8, 0.9, -2.0], [-0.1, -1.0, -0.8], [-0.6, 0.3, -0.3], [0.3, -0.1, 0.4], [0.1, -0.3, -0.2], [0.6, 0.2, 0.9], [-0.6, 0.2, -0.7], [0.8, -0.8, -0.2]]}


[4]
{"formula": "C4H7NO", "method": "the ωB97M-V functional and the def2-TZVPD basis", "homo_energy_ha": -0.345, "relative_energy_kj_mol": 88.71, "energy_ev": -7798.725, "smiles": "CC1=NCCO1", "homo_lumo_gap_ev": 10.40, "species": ["C", "C", "N", "C", "C", "O", "H", "H", "H", "H", "H", "H", "H"], "coordinates": [[2.1222, -0.1709, 0.1676], [0.6627, 0.0510, 0.0005], [0.0974, 1.1524, -0.2658], [-1.3348, 0.8791, -0.2026], [-1.4694, -0.6444, -0.0747], [-0.1223, -1.0433, 0.2306], [2.3299, -0.4948, 1.1917], [2.6699, 0.7510, -0.0314], [2.4724, -0.9562, -0.5062], [-1.6802, 1.2531, 0.7827], [-1.8435, 1.3342, -1.0655], [-1.7900, -1.1601, -0.9839], [-2.1142, -0.9512, 0.7570]], "atomic_forces_ev_per_a": [[0.2, 0.0, 0.0], [0.1, 0.2, 0.2], [0.2, -0.5, -0.1], [-0.5, 0.2, 0.8], [0.0, -0.2, -0.2], [0.3, -0.1, -0.1], [0.0, 0.0, -0.1], [-0.2, -0.1, 0.0], [-0.1, 0.0, 0.1], [-0.2, 0.6, -0.8], [-0.1, -0.2, 0.6], [0.1, 0.1, 0.0], [0.1, 0.1, -0.3]]}


[5]
{"formula": "C4H7NO", "method": "the ωB97M-V functional and the def2-TZVPD basis", "homo_energy_ha": -0.352, "relative_energy_kj_mol": 178.09, "energy_ev": -7797.799, "smiles": "CC/N=C\\C=O", "homo_lumo_gap_ev": 9.37, "species": ["C", "N", "C", "C", "C", "O", "H", "H", "H", "H", "H", "H", "H"], "coordinates": [[-1.7697, -0.7994, -0.1847], [-0.2209, 1.0014, 0.2953], [-0.6270, 0.0536, -0.7295], [0.9552, 1.0442, 0.7671], [2.1597, 0.2179, 0.4154], [3.1986, 0.3729, 1.0151], [-2.2218, -1.3950, -0.9837], [-2.5380, -0.1559, 0.2534], [-1.4115, -1.4812, 0.5935], [0.1767, -0.5902, -1.1112], [-0.9927, 0.6517, -1.5723], [1.1681, 1.7756, 1.5525], [2.0809, -0.5260, -0.3979]], "atomic_forces_ev_per_a": [[-0.1, 0.0, 0.0], [0.4, 0.0, 0.1], [0.0, -0.1, -0.1], [-0.2, 0.1, 0.0], [0.3, 0.0, 0.1], [-0.4, -0.1, -0.3], [0.1, 0.1, 0.1], [0.1, -0.1, -0.1], [0.0, 0.1, -0.1], [-0.1, 0.1, 0.1], [0.0, -0.1, 0.1], [0.0, -0.1, -0.1], [0.0, 0.1, 0.1]]}


[6]
{"formula": "C4H7NO", "method": "the ωB97M-V functional and the def2-TZVPD basis", "homo_energy_ha": -0.317, "relative_energy_kj_mol": 523.40, "energy_ev": -7794.220, "homo_lumo_gap_ev": 8.71, "species": ["C", "C", "C", "C", "N", "O", "H", "H", "H", "H", "H", "H", "H"], "coordinates": [[1.3695, 0.2071, -0.4373], [0.5620, -0.5096, 1.5898], [-0.2042, 0.6455, -0.4337], [-1.1723, -0.4138, 0.0322], [-2.2270, -0.7834, -0.5507], [-0.5861, -1.0380, 1.1185], [2.1446, 0.3619, 0.3468], [1.6749, 0.9032, -1.2037], [1.5449, -0.8153, -0.8020], [0.4113, 0.5826, 1.7656], [-0.4080, 1.5672, 0.1395], [-0.4144, 0.8589, -1.4760], [-2.6952, -1.5664, -0.0888]], "atomic_forces_ev_per_a": [[-0.6, 0.4, -0.7], [-0.4, -0.8, 1.9], [0.6, 0.0, -0.4], [0.2, 0.2, -0.4], [0.6, 0.2, 0.4], [0.4, -0.3, 0.1], [-1.3, 0.1, 0.1], [0.6, 0.0, -0.5], [-0.4, 0.4, 0.0], [-0.1, -0.2, -0.3], [0.4, -0.3, -0.2], [-0.3, 0.1, 0.0], [0.2, 0.2, 0.1]]}


[7]
{"formula": "C4H7NO", "method": "the ωB97M-V functional and the def2-TZVPD basis", "homo_energy_ha": -0.348, "relative_energy_kj_mol": 253.34, "energy_ev": -7797.019, "smiles": "C=NCCC=O", "homo_lumo_gap_ev": 10.43, "species": ["C", "C", "O", "C", "N", "C", "H", "H", "H", "H", "H", "H", "H"], "coordinates": [[0.5903, -0.8274, 0.4020], [-0.8828, -0.7151, 0.7550], [-1.3769, 0.2446, 1.3053], [-0.8631, 0.9194, -1.0561], [0.2521, 1.4047, -0.7294], [1.1963, 0.5201, -0.0536], [1.0583, -1.1286, 1.3450], [0.7567, -1.6378, -0.3202], [-1.0901, -0.1657, -1.0762], [-1.5064, -1.5921, 0.4839], [-1.7472, 1.5287, -1.2330], [1.5079, 1.0890, 0.8296], [2.1050, 0.3602, -0.6524]], "atomic_forces_ev_per_a": [[0.0, 0.0, 0.0], [-0.1, 0.2, 0.7], [0.2, -0.9, 0.5], [0.2, 0.0, -0.5], [-0.5, -0.1, 0.0], [0.0, 0.0, 0.1], [0.2, -0.1, -0.1], [-0.2, 0.2, 0.2], [0.1, 0.5, -0.4], [0.0, 0.0, 0.1], [0.3, 0.3, -0.5], [0.0, -0.1, -0.2], [-0.3, 0.1, 0.1]]}


[8]
{"formula": "C4H7NO", "method": "the ωB97M-V functional and the def2-TZVPD basis", "homo_energy_ha": -0.353, "relative_energy_kj_mol": 262.12, "energy_ev": -7796.928, "homo_lumo_gap_ev": 10.57, "species": ["C", "C", "C", "C", "N", "O", "H", "H", "H", "H", "H", "H", "H"], "coordinates": [[-0.0929, 0.5955, -0.0978], [0.0398, -0.6814, 0.6482], [0.0128, -1.2793, -0.8608], [-0.3634, 1.9314, 0.5316], [-0.0935, 0.2792, -1.3297], [1.1795, -1.9723, -0.9910], [0.9845, -0.9358, 1.1993], [-0.6724, -0.7837, 1.4150], [-0.8462, -1.8819, -1.0536], [-1.1504, 1.8580, 1.3783], [-0.7515, 2.7913, -0.0879], [0.4815, 2.4080, 1.1247], [1.2720, -2.3290, -1.8763]], "atomic_forces_ev_per_a": [[0.0, 1.4, 1.0], [1.7, -0.3, -1.2], [0.0, 2.4, 2.9], [-0.8, 2.2, 1.8], [0.3, -2.6, 0.1], [0.8, -0.1, -0.8], [-0.4, 0.6, -1.0], [-1.7, -0.7, 0.5], [-0.8, 0.0, -0.7], [1.0, -0.4, -1.4], [0.5, -1.3, 0.0], [-0.5, -1.0, -0.9], [0.0, -0.1, -0.3]]}


[9]
{"formula": "C4H7NO", "method": "the ωB97M-V functional and the def2-TZVPD basis", "homo_energy_ha": -0.351, "relative_energy_kj_mol": 183.40, "energy_ev": -7797.744, "homo_lumo_gap_ev": 10.53, "species": ["C", "N", "C", "C", "C", "O", "H", "H", "H", "H", "H", "H", "H"], "coordinates": [[2.2023, 0.2959, 0.7362], [1.3090, -0.6962, 0.1410], [0.1027, -0.3607, 0.1861], [-1.2830, -0.8879, -0.1853], [-1.7353, 0.4428, 0.4432], [-0.3797, 0.8147, 0.7163], [1.6803, 1.1821, 1.1171], [2.9306, 0.6310, -0.0078], [2.7342, -0.1610, 1.5762], [-1.6143, -1.7910, 0.3362], [-1.4976, -0.9981, -1.2530], [-2.1807, 1.1780, -0.2287], [-2.2829, 0.3742, 1.3848]], "atomic_forces_ev_per_a": [[0.3, 0.2, 0.1], [-0.6, 0.0, -0.1], [0.4, -0.1, 0.0], [0.0, 0.0, 0.0], [-0.5, 0.1, 0.0], [0.0, 0.2, 0.1], [0.2, -0.2, -0.1], [0.0, -0.2, 0.1], [0.1, 0.0, -0.2], [0.2, 0.2, 0.0], [0.2, 0.1, 0.2], [-0.2, -0.2, 0.0], [-0.2, -0.1, -0.2]]}


[10]
{"formula": "C4H7NO", "method": "the ωB97M-V functional and the def2-TZVPD basis", "homo_energy_ha": -0.304, "relative_energy_kj_mol": 442.48, "energy_ev": -7795.058, "homo_lumo_gap_ev": 8.91, "species": ["O", "C", "C", "C", "N", "C", "H", "H", "H", "H", "H", "H", "H"], "coordinates": [[-1.9537, -0.4202, 0.1935], [-0.8053, -0.0707, -0.5287], [-0.0471, 1.1933, -0.0522], [1.1879, 0.4353, 0.4725], [0.9460, -0.6091, 1.1865], [0.3383, -1.0601, -0.2222], [-1.6347, -0.5778, 1.0948], [-1.1000, 0.0051, -1.5819], [-0.5399, 1.6964, 0.7926], [0.1583, 1.9296, -0.8317], [2.2125, 0.7253, 0.2019], [0.1579, -1.9905, 0.2873], [1.0401, -1.2750, -1.0506]], "atomic_forces_ev_per_a": [[-0.1, 0.2, 0.3], [0.3, -0.1, -0.1], [0.0, 0.0, -0.1], [0.3, 0.4, 0.6], [0.7, 0.7, -0.3], [-0.5, -0.9, 0.1], [-0.2, 0.0, 0.0], [0.2, -0.2, 0.3], [0.2, -0.1, -0.3], [0.0, -0.1, -0.1], [0.1, 0.5, 0.2], [-0.8, -0.9, -0.9], [-0.1, 0.5, 0.3]]}


[11]
{"formula": "C4H7NO", "method": "the ωB97M-V functional and the def2-TZVPD basis", "homo_energy_ha": -0.355, "relative_energy_kj_mol": 114.88, "energy_ev": -7798.454, "smiles": "C1=NCCCO1", "homo_lumo_gap_ev": 10.61, "species": ["C", "C", "O", "C", "N", "C", "H", "H", "H", "H", "H", "H", "H"], "coordinates": [[-0.8505, -0.0699, 0.6473], [0.4499, 0.6261, 1.0271], [1.5896, 0.0178, 0.4210], [1.4360, -0.2978, -0.8875], [0.3712, -0.4451, -1.5478], [-0.9106, -0.3445, -0.8649], [-0.9365, -1.0059, 1.2079], [-1.6884, 0.5674, 0.9534], [0.4332, 1.6816, 0.7272], [0.6292, 0.5753, 2.1037], [2.4069, -0.4281, -1.3655], [-1.4281, -1.2949, -1.0380], [-1.5018, 0.4180, -1.3837]], "atomic_forces_ev_per_a": [[0.0, 0.0, 0.0], [-0.2, 0.1, 0.1], [0.0, 0.0, -0.1], [-0.1, -0.1, -0.2], [0.3, 0.0, 0.3], [-0.2, 0.0, 0.0], [0.1, 0.1, -0.1], [0.1, -0.1, 0.0], [0.0, -0.1, 0.0], [0.0, 0.1, -0.2], [-0.1, 0.0, 0.1], [0.0, 0.2, 0.0], [0.1, 0.0, 0.1]]}


[12]
{"formula": "C4H7NO", "method": "the ωB97M-V functional and the def2-TZVPD basis", "homo_energy_ha": -0.276, "relative_energy_kj_mol": 577.52, "energy_ev": -7793.659, "homo_lumo_gap_ev": 8.04, "species": ["O", "C", "C", "N", "C", "C", "H", "H", "H", "H", "H", "H", "H"], "coordinates": [[0.9368, 2.0692, 0.2532], [1.1134, 0.7479, 0.1791], [0.0230, -1.0339, 1.1148], [-0.1849, -1.2255, -0.2840], [-1.0787, -0.2131, -0.7956], [0.3947, 0.0089, -0.8783], [0.1876, 2.3629, -0.2936], [1.0446, 0.0850, 1.1725], [-0.8834, -1.0128, 1.7216], [0.7830, -1.7102, 1.5106], [-1.6608, 0.3652, -0.0765], [-1.6019, -0.4833, -1.7093], [0.8591, -0.0271, -1.8643]], "atomic_forces_ev_per_a": [[-0.1, 0.2, -0.1], [-0.2, -0.2, -0.1], [-0.1, -0.2, 0.0], [0.0, -0.1, 0.1], [-0.2, 0.1, 0.0], [0.2, 0.2, -0.2], [0.1, -0.1, 0.1], [0.1, 0.0, 0.0], [0.1, 0.1, -0.1], [0.0, 0.2, 0.0], [0.1, -0.1, -0.1], [0.1, 0.1, 0.1], [-0.1, 0.0, 0.2]]}